{
  "formula": "C18H66O15",
  "method": "wB97M-V/def2-TZVPD",
  "mol_weight_g_mol": 522.71,
  "e_above_lowest_ev": 0.1646,
  "charge": -1,
  "homo_lumo_gap_ev": [2.46, 9.82],
  "spin_multiplicity": 2,
  "fmax_ev_per_a": 5.02,
  "elements": ["O", "H", "H", "O", "H", "H", "O", "H", "H", "O", "H", "H", "O", "H", "H", "O", "H", "H", "O", "H", "H", "O", "H", "H", "O", "H", "H", "C", "C", "C", "O", "H", "H", "H", "H", "H", "H", "H", "H", "C", "C", "C", "O", "H", "H", "H", "H", "H", "H", "H", "H", "C", "C", "C", "O", "H", "H", "H", "H", "H", "H", "H", "H", "C", "C", "C", "O", "H", "H", "H", "H", "H", "H", "H", "H", "C", "C", "C", "O", "H", "H", "H", "H", "H", "H", "H", "H", "C", "C", "C", "O", "H", "H", "H", "H", "H", "H", "H", "H"],
  "xyz": [[3.829, -0.514, -2.838], [4.591, -0.442, -2.263], [3.671, 0.381, -3.139], [2.183, 1.113, 4.010], [2.209, 0.390, 3.383], [2.943, 0.970, 4.574], [-0.011, -3.434, -0.600], [-0.320, -3.782, -1.436], [0.484, -2.649, -0.834], [1.534, 3.989, 1.481], [2.483, 4.102, 1.449], [1.391, 3.359, 2.187], [-0.979, -2.690, -3.388], [-1.548, -2.008, -3.745], [-0.093, -2.407, -3.614], [-0.144, 0.026, -5.405], [-0.480, 0.557, -4.684], [-0.839, 0.047, -6.063], [1.522, -1.888, -4.069], [1.273, -1.237, -4.725], [2.228, -1.472, -3.575], [4.075, 2.497, -2.194], [4.906, 2.880, -1.915], [3.416, 2.930, -1.651], [-1.494, 4.737, 1.152], [-1.189, 5.553, 1.547], [-0.845, 4.085, 1.418], [3.654, -2.757, 3.355], [3.570, -2.003, 2.017], [3.358, -2.819, 0.792], [2.361, -1.171, 2.080], [4.550, -3.365, 3.479], [2.796, -3.428, 3.409], [3.453, -2.076, 4.182], [4.395, -1.308, 1.859], [2.642, -3.605, 1.033], [4.340, -3.065, 0.387], [2.845, -2.244, 0.022], [2.216, -0.993, 1.148], [0.257, 0.132, -1.879], [0.888, 0.731, -0.650], [0.056, 0.691, 0.630], [2.033, 0.124, -0.328], [-0.480, 0.693, -2.454], [-0.018, -0.881, -1.586], [1.048, 0.013, -2.619], [1.045, 1.809, -0.667], [0.697, 1.107, 1.408], [-0.255, -0.325, 0.873], [-0.885, 1.240, 0.656], [2.734, 0.145, -0.983], [-0.003, -5.528, 3.353], [-1.057, -4.499, 2.969], [-0.597, -2.937, 3.026], [-1.498, -4.596, 1.580], [0.775, -5.457, 2.593], [-0.279, -6.578, 3.457], [0.532, -5.155, 4.226], [-1.928, -4.686, 3.597], [0.295, -2.769, 2.422], [-0.542, -2.619, 4.067], [-1.408, -2.328, 2.626], [-0.875, -4.162, 0.993], [-4.054, -0.551, -4.038], [-3.499, 0.777, -3.399], [-3.249, 0.722, -1.892], [-2.306, 0.978, -3.945], [-3.401, -0.874, -4.849], [-4.946, -0.233, -4.578], [-4.243, -1.388, -3.366], [-4.232, 1.563, -3.582], [-2.632, -0.122, -1.586], [-4.099, 0.440, -1.271], [-2.867, 1.641, -1.447], [-2.193, 1.930, -3.991], [-1.191, 0.234, 3.998], [-2.572, 0.691, 4.551], [-3.169, -0.388, 5.500], [-2.192, 1.812, 5.382], [-1.228, -0.345, 3.076], [-0.673, -0.409, 4.709], [-0.722, 1.137, 3.607], [-3.169, 1.149, 3.762], [-2.345, -0.632, 6.170], [-3.558, -1.199, 4.884], [-4.021, -0.073, 6.102], [-3.007, 2.035, 5.837], [0.488, 3.367, -3.596], [-0.751, 3.885, -2.733], [-0.695, 5.379, -2.467], [-1.792, 3.829, -3.597], [1.260, 3.075, -2.884], [0.953, 4.098, -4.258], [0.156, 2.529, -4.208], [-1.109, 3.254, -1.920], [-1.643, 5.917, -2.452], [-0.035, 5.871, -3.181], [-0.248, 5.528, -1.483], [-2.526, 3.951, -2.991]],
  "mulliken_spin": [-0.059, 0.163, 0.013, -0.049, 0.013, 0.007, 0.007, -0.001, 0.007, -0.080, 0.056, 0.057, 0.003, -0.001, 0.000, -0.042, 0.013, -0.005, 0.079, 0.007, 0.043, -0.333, 0.073, 0.250, 0.049, -0.019, 0.029, -0.009, 0.193, 0.023, -0.018, -0.006, 0.001, 0.007, -0.064, 0.018, -0.021, 0.034, 0.002, -0.264, 0.325, 0.028, -0.025, -0.063, 0.022, 0.159, -0.124, 0.022, 0.020, -0.006, 0.229, 0.000, 0.001, -0.005, 0.000, 0.000, 0.000, 0.000, 0.000, 0.001, 0.000, 0.001, 0.000, -0.002, 0.017, 0.006, -0.026, 0.002, -0.002, 0.000, 0.010, 0.002, 0.001, -0.006, 0.012, 0.026, 0.002, -0.001, -0.002, 0.001, 0.003, -0.009, 0.000, 0.000, 0.000, 0.000, 0.001, 0.203, -0.238, -0.001, -0.004, 0.047, 0.032, 0.063, 0.085, 0.017, -0.011, 0.010, -0.002]
}

***

{
  "formula": "C6H14N2",
  "method": "wB97M-V/def2-TZVPD",
  "mol_weight_g_mol": 114.19,
  "e_above_lowest_ev": 4.0547,
  "homo_lumo_gap_ev": [7.16, 6.31],
  "fmax_ev_per_a": 0.39,
  "elements": ["C", "C", "C", "C", "C", "C", "N", "N", "H", "H", "H", "H", "H", "H", "H", "H", "H", "H", "H", "H", "H", "H"],
  "xyz": [[0.721, -0.391, -0.241], [-0.502, 0.835, 1.459], [-0.449, -0.414, 0.771], [-1.739, -0.945, -0.109], [2.095, -0.753, 0.292], [0.745, 0.743, -1.242], [-0.926, 1.988, 0.913], [-1.202, -1.824, -1.081], [-0.180, 0.922, 2.491], [-0.221, -1.197, 1.495], [-1.276, 2.012, -0.030], [-0.793, 2.869, 1.379], [0.081, -1.379, -0.879], [-1.356, -1.447, -2.014], [-2.377, -1.454, 0.619], [-2.290, -0.074, -0.494], [2.630, 0.083, 0.758], [2.723, -1.105, -0.534], [2.037, -1.564, 1.022], [-0.222, 0.859, -1.742], [1.025, 1.714, -0.809], [1.477, 0.521, -2.023]],
  "lowdin_charge": [-0.389, -0.093, -0.301, -0.300, -0.084, -0.097, 0.128, -0.088, 0.130, 0.134, 0.097, 0.109, 0.102, 0.025, 0.093, 0.088, 0.071, 0.076, 0.074, 0.071, 0.069, 0.083]
}

***

{
  "formula": "C15H31F5OP2PtTe",
  "method": "wB97M-V/def2-TZVPD",
  "mol_weight_g_mol": 707.03,
  "e_above_lowest_ev": 0.0000,
  "homo_lumo_gap_ev": [3.67, 3.16],
  "spin_multiplicity": 3,
  "fmax_ev_per_a": 2.18,
  "elements": ["P", "P", "C", "C", "H", "H", "H", "H", "C", "H", "H", "H", "C", "H", "H", "H", "C", "H", "H", "H", "C", "H", "H", "H", "Pt", "C", "C", "C", "C", "C", "C", "C", "C", "C", "H", "H", "H", "H", "H", "H", "H", "H", "H", "H", "H", "H", "H", "H", "H", "F", "Te", "F", "F", "F", "F", "O"],
  "xyz": [[-0.166, -1.964, -1.649], [0.217, 2.065, -1.895], [-0.534, -0.619, -2.851], [0.409, 0.605, -2.971], [-1.581, -0.313, -2.705], [-0.496, -1.149, -3.817], [1.475, 0.317, -2.976], [0.228, 1.029, -3.974], [-1.277, 2.919, -2.498], [-1.598, 3.642, -1.732], [-2.090, 2.206, -2.696], [-1.058, 3.452, -3.432], [1.613, 3.163, -2.289], [1.383, 3.731, -3.200], [2.520, 2.571, -2.478], [1.791, 3.868, -1.462], [-1.215, -3.341, -2.187], [-1.225, -4.118, -1.408], [-0.789, -3.768, -3.111], [-2.237, -2.978, -2.382], [1.539, -2.464, -2.009], [2.200, -1.610, -2.214], [1.526, -3.092, -2.912], [1.953, -3.071, -1.195], [0.943, -1.762, 2.829], [0.017, 2.205, -0.075], [-1.349, 1.922, 0.343], [-2.153, 0.802, -0.145], [-1.848, -0.621, 0.408], [-0.602, -1.457, 0.017], [0.754, -1.148, 0.684], [1.503, 0.063, 0.198], [1.189, 1.464, 0.710], [0.227, -3.309, 3.860], [0.184, 3.291, 0.084], [-1.599, 2.268, 1.347], [-2.268, 0.767, -1.246], [-3.174, 1.019, 0.249], [-1.843, -0.597, 1.509], [-2.733, -1.228, 0.149], [-0.872, -2.451, 0.425], [1.431, -2.033, 0.575], [1.332, 0.058, -0.898], [2.583, -0.141, 0.372], [0.997, 1.428, 1.793], [2.083, 2.103, 0.591], [0.966, -3.939, 4.384], [-0.297, -3.903, 3.101], [-0.507, -2.921, 4.578], [1.038, 2.046, 6.279], [0.324, 0.975, 4.869], [-0.081, -0.370, 6.152], [0.691, 2.449, 3.704], [-1.409, 1.729, 5.139], [2.102, 0.294, 4.636], [-0.215, -0.081, 3.422]],
  "mulliken_spin": [0.007, 0.010, 0.010, 0.004, 0.001, 0.000, 0.001, -0.003, 0.016, 0.008, 0.001, 0.001, 0.009, 0.000, -0.001, 0.000, 0.008, 0.001, 0.000, 0.000, -0.011, 0.000, 0.000, 0.005, 0.789, 0.100, 0.564, 0.106, 0.071, 0.086, 0.062, 0.006, 0.159, -0.017, 0.038, -0.044, -0.003, 0.010, 0.009, -0.006, -0.015, -0.029, 0.035, 0.015, -0.057, 0.003, -0.006, 0.017, 0.015, 0.000, 0.010, 0.005, 0.003, 0.004, 0.003, 0.001]
}

***

{
  "formula": "C18H39N10O19",
  "method": "wB97M-V/def2-TZVPD",
  "mol_weight_g_mol": 699.56,
  "charge": -1,
  "homo_lumo_gap_ev": 5.38,
  "fmax_ev_per_a": 2.53,
  "elements": ["C", "C", "N", "C", "C", "C", "C", "C", "N", "C", "C", "O", "C", "O", "O", "H", "H", "H", "H", "H", "H", "H", "H", "H", "H", "H", "H", "H", "H", "H", "C", "N", "O", "O", "H", "H", "H", "C", "N", "O", "O", "H", "H", "H", "C", "N", "O", "O", "H", "H", "H", "C", "N", "O", "O", "H", "H", "H", "C", "N", "O", "O", "H", "H", "H", "C", "N", "O", "O", "H", "H", "H", "C", "N", "O", "O", "H", "H", "H", "C", "N", "O", "O", "H", "H", "H"],
  "xyz": [[6.725, -0.007, 0.060], [6.272, 0.852, -0.652], [5.554, 1.714, -1.459], [4.873, 2.833, -0.730], [3.411, 2.932, -1.239], [2.367, 3.363, -0.185], [0.958, 3.478, -0.854], [-0.124, 3.362, 0.276], [-0.935, 2.131, 0.064], [-0.125, 0.974, 0.390], [0.224, 0.045, -0.776], [0.228, 0.739, 1.512], [5.021, 2.781, 0.806], [4.367, 2.016, 1.525], [5.905, 3.565, 1.282], [7.001, -0.780, 0.739], [4.891, 1.169, -1.994], [5.386, 3.747, -1.053], [3.398, 3.707, -2.026], [3.043, 2.014, -1.721], [2.608, 4.310, 0.308], [2.277, 2.536, 0.529], [0.797, 2.601, -1.496], [0.832, 4.410, -1.412], [0.368, 3.255, 1.254], [-0.782, 4.237, 0.242], [-1.629, 2.126, 0.813], [1.314, -0.057, -0.826], [-0.145, 0.505, -1.697], [-0.240, -0.928, -0.623], [-3.548, -0.172, 2.683], [-3.696, 0.622, 1.436], [-3.734, 1.832, 1.539], [-3.759, 0.014, 0.391], [-3.501, 0.507, 3.523], [-4.414, -0.821, 2.757], [-2.629, -0.748, 2.599], [-0.536, -4.321, -3.152], [-0.358, -3.091, -2.341], [-0.712, -2.034, -2.814], [0.141, -3.219, -1.239], [-0.989, -4.046, -4.099], [0.453, -4.757, -3.300], [-1.184, -4.990, -2.593], [6.509, 2.441, 3.885], [7.442, 1.489, 4.554], [8.487, 1.225, 3.997], [7.099, 1.027, 5.629], [6.937, 2.768, 2.945], [5.572, 1.919, 3.710], [6.369, 3.281, 4.561], [-7.047, 2.211, 3.668], [-6.548, 0.824, 3.481], [-6.886, 0.229, 2.479], [-5.822, 0.371, 4.342], [-7.673, 2.476, 2.817], [-7.615, 2.230, 4.594], [-6.178, 2.862, 3.728], [3.238, -7.673, -4.038], [2.380, -6.738, -3.263], [2.278, -5.600, -3.671], [1.839, -7.181, -2.275], [3.651, -7.139, -4.887], [4.026, -8.018, -3.374], [2.611, -8.498, -4.362], [3.510, -2.313, -0.971], [3.389, -1.616, -2.280], [3.351, -0.405, -2.277], [3.334, -2.316, -3.270], [3.547, -1.570, -0.180], [2.638, -2.953, -0.864], [4.426, -2.896, -1.000], [-3.685, -2.986, -0.136], [-3.627, -4.375, -0.665], [-3.807, -5.286, 0.114], [-3.401, -4.503, -1.851], [-3.890, -3.028, 0.927], [-2.720, -2.524, -0.328], [-4.477, -2.465, -0.663], [-9.299, 3.652, -0.858], [-9.154, 3.906, 0.599], [-9.516, 4.978, 1.025], [-8.675, 3.010, 1.264], [-9.735, 4.531, -1.319], [-8.307, 3.455, -1.255], [-9.946, 2.788, -0.976]],
  "lowdin_charge": [0.079, -0.214, 0.027, -0.228, -0.142, -0.193, -0.168, -0.197, 0.007, -0.497, 0.000, 0.095, -0.697, -0.035, -0.093, 0.009, 0.070, 0.124, 0.111, 0.089, 0.127, 0.092, 0.090, 0.101, 0.109, 0.107, 0.069, 0.072, 0.077, 0.047, 0.037, -0.430, 0.052, 0.063, 0.091, 0.080, 0.107, 0.045, -0.422, 0.072, 0.038, 0.100, 0.059, 0.084, 0.037, -0.453, 0.044, 0.018, 0.067, 0.089, 0.098, 0.054, -0.435, 0.072, 0.040, 0.047, 0.103, 0.107, 0.048, -0.439, 0.054, 0.078, 0.095, 0.101, 0.099, 0.054, -0.425, 0.048, 0.054, 0.102, 0.079, 0.099, 0.040, -0.439, 0.074, 0.044, 0.090, 0.089, 0.102, 0.051, -0.434, 0.086, 0.043, 0.094, 0.105, 0.102]
}